Molecular formula: C24H29N3O3
Method: DFT, ωB97M-V/def2-TZVPD

Summary:
**Energy relative to the best compared isomer or geometry (same formula, charge and spin)**: 49.0 kcal per mole
**LUMO energy**: 0.64 eV
**E**: -35972.5416 eV
**Orbital gap**: 0.3430 hartree
**HOMO**: -8.69 eV

Structure (ORCA input):
```
! RIJCOSX wB97M-V def2-TZVPD def2/J DEFGRID3
* xyz 0 1
O 3.68372 0.64530 -3.31016
C 3.81060 -0.22972 -2.46982
C 2.74162 -0.46378 -1.44842
C 2.01484 -1.65131 -1.41368
C 0.96786 -1.80150 -0.53152
C 0.61832 -0.76989 0.34370
O -0.41967 -1.04864 1.17757
C -0.93001 -0.05235 2.04754
C -1.79444 0.96519 1.28807
C -3.02836 0.27070 0.70734
N -3.77293 -0.38387 1.75408
C -5.02737 -0.08216 2.15287
O -5.60305 -0.69086 3.03674
C -5.69828 1.05554 1.44668
C -6.80340 0.83148 0.63280
C -7.44633 1.91762 0.06280
C -6.96313 3.18826 0.33832
N -5.92821 3.41315 1.12980
C -5.31905 2.37724 1.67336
C -3.01372 -1.40035 2.44984
C -1.77950 -0.77544 3.09803
C 1.33786 0.41969 0.30549
C 2.38083 0.56630 -0.59268
N 4.89403 -1.03998 -2.43199
C 5.15991 -1.98784 -1.37600
C 6.58329 -1.88057 -0.81237
C 7.07935 -0.43836 -0.68222
C 7.77636 0.06148 -1.94860
C 6.82699 0.33665 -3.11145
C 5.90876 -0.83976 -3.44900
H 2.26491 -2.45428 -2.09125
H 0.39640 -2.71587 -0.49746
H -0.09987 0.46236 2.55311
H -2.09851 1.75317 1.97837
H -1.22354 1.41532 0.47507
H -2.69848 -0.49053 -0.01070
H -3.66119 0.99013 0.18672
H -7.14537 -0.17766 0.45497
H -8.30412 1.78145 -0.57707
H -7.42516 4.06978 -0.08597
H -4.48870 2.61269 2.32705
H -2.70046 -2.16759 1.73487
H -3.66569 -1.84573 3.20284
H -2.08571 -0.05718 3.85963
H -1.18296 -1.55569 3.57051
H 1.09894 1.24236 0.96101
H 2.92373 1.49897 -0.63076
H 4.44380 -1.80365 -0.57268
H 4.99905 -3.01026 -1.74550
H 7.28066 -2.43966 -1.43863
H 6.57784 -2.36070 0.16811
H 6.24387 0.21939 -0.43502
H 7.79460 -0.38816 0.14164
H 8.31098 0.98554 -1.71717
H 8.52145 -0.67801 -2.25427
H 6.19257 1.19368 -2.88040
H 7.41331 0.58776 -3.99724
H 6.47585 -1.76433 -3.56755
H 5.38845 -0.61621 -4.38477
*
```

Molecular formula: C24H29N3O3Tl
Method: DFT, ωB97M-V/def2-TZVPD

Summary:
**Energy relative to the best compared isomer or geometry (same formula, charge and spin)**: 1.6 kcal per mole
**LUMO energy**: 2.75 eV
**E**: -40666.4873 eV
**Orbital gap**: 0.2654 hartree
**HOMO**: -4.47 eV

Structure (ORCA input):
```
! RIJCOSX wB97M-V def2-TZVPD def2/J DEFGRID3
* xyz -1 1
Tl 10.73306 11.05528 3.98440
C 13.55964 10.50822 7.71666
C 12.24914 11.32691 7.60624
C 12.40911 12.78754 7.34638
C 13.43190 13.55391 7.83005
C 13.59794 14.83557 7.36706
C 12.70332 15.38227 6.45025
C 11.53821 14.71340 6.06598
C 10.43763 15.48355 5.25367
C 9.75484 16.56246 6.14317
C 11.35141 13.40618 6.55490
N 10.25950 12.60392 6.20645
C 9.09352 13.04159 6.49829
C 7.80594 12.47071 6.22636
C 6.62026 13.07026 6.52809
C 5.57817 12.34294 5.98824
C 6.27903 11.34301 5.25328
N 7.57538 11.40157 5.41402
H 13.38393 9.46981 7.82818
H 14.15748 10.79579 8.57947
H 14.28623 10.55646 6.89516
H 11.62788 11.22614 8.46367
H 11.71944 10.88573 6.81043
H 14.16540 13.07337 8.56275
H 14.58212 15.31847 7.53170
H 12.83309 16.39876 6.05956
H 9.69650 14.72517 4.91692
H 10.90885 15.96394 4.39270
H 9.77448 16.22607 7.18675
H 8.75390 16.76148 5.70998
H 10.34968 17.47401 6.18115
H 9.07002 13.97511 7.09888
H 6.47704 14.05170 7.02805
H 4.46946 12.52570 5.88084
H 5.83006 10.52357 4.72721
O 8.17301 8.96012 4.45828
C 7.81883 8.03338 5.47785
C 8.05872 8.61023 6.91899
C 9.43042 9.25844 6.98159
C 10.63098 8.40056 6.68160
C 11.12472 7.43977 7.53228
C 12.31157 6.81474 7.23569
C 12.93602 7.10979 6.06721
C 12.38178 8.10424 5.26239
N 11.32504 8.79059 5.59122
H 8.16191 9.91390 4.81088
H 8.38748 7.10594 5.34108
H 6.71465 7.84998 5.42124
H 7.98966 7.78826 7.60223
H 7.30474 9.37453 7.07745
H 9.55034 9.64364 8.00815
H 9.44842 10.11848 6.30679
H 10.61358 7.38389 8.48764
H 12.74131 6.15774 7.98101
H 13.88012 6.65897 5.72343
H 12.91870 8.46224 4.43423
O 14.09620 10.81310 4.90303
C 13.91953 11.88768 4.36973
O 12.82088 12.41906 3.97052
H 14.82475 12.50552 4.13125
*
```

Molecular formula: C24H29N3O4
Method: DFT, ωB97M-V/def2-TZVPD

Summary:
**Energy relative to the best compared isomer or geometry (same formula, charge and spin)**: 7.7 kcal per mole
**LUMO energy**: 0.55 eV
**E**: -38021.0286 eV
**Orbital gap**: 0.3176 hartree
**HOMO**: -8.09 eV

Structure (ORCA input):
```
! RIJCOSX wB97M-V def2-TZVPD def2/J DEFGRID3
* xyz 0 1
C -0.45054 -8.76426 4.64194
C -0.26566 -8.03535 3.31775
C 0.58921 -6.77975 3.49259
N 0.75678 -6.06469 2.24706
C 0.20255 -4.85753 2.01385
O -0.44416 -4.24737 2.83566
C 0.47017 -4.33191 0.59493
C 1.95893 -4.08960 0.35040
C 2.15916 -2.60261 0.62267
O 3.23706 -2.06916 0.75203
N 0.93556 -2.01342 0.65686
C 0.67550 -0.65453 0.88415
C -0.56343 -0.11369 0.55344
C -0.84450 1.22273 0.78091
C 0.11539 2.04696 1.34965
O -0.05183 3.38614 1.60878
C -1.33381 3.93985 1.43289
C -1.76547 4.08529 -0.03589
O -2.93609 4.14568 -0.34260
N -0.70609 4.15723 -0.87171
C -0.67749 4.27500 -2.26657
C -1.83065 4.42859 -3.02622
C -1.74224 4.54394 -4.40512
C -2.97850 4.72005 -5.23388
C -0.49447 4.50529 -5.01426
C 0.66558 4.35071 -4.26835
C 2.00829 4.33247 -4.93484
C 0.56501 4.23561 -2.89036
C 1.36012 1.51249 1.67554
C 1.63808 0.18287 1.44998
C -0.15113 -2.94387 0.41446
H -1.05824 -9.65482 4.50386
H -0.94411 -8.11876 5.36401
H 0.51170 -9.06427 5.05082
H 0.21302 -8.70201 2.59543
H -1.23919 -7.74707 2.91663
H 1.57375 -7.04952 3.88928
H 0.10569 -6.08767 4.18497
H 1.22796 -6.54831 1.49879
H 0.04752 -5.05137 -0.11111
H 2.23898 -4.28529 -0.68708
H 2.61805 -4.67013 0.99484
H -1.33070 -0.72303 0.10480
H -1.81445 1.60206 0.49994
H -1.27929 4.94344 1.86770
H -2.10213 3.37352 1.97185
H 0.20385 4.07962 -0.43125
H -2.78955 4.45516 -2.53657
H -3.87161 4.58175 -4.63088
H -3.00293 5.72157 -5.66290
H -2.99333 4.00611 -6.05573
H -0.42655 4.59593 -6.08916
H 2.41213 5.34424 -4.98448
H 2.71059 3.71687 -4.37765
H 1.93167 3.95100 -5.95015
H 1.45896 4.11102 -2.29431
H 2.10077 2.16063 2.11662
H 2.60570 -0.21174 1.70741
H -0.54955 -2.81604 -0.59858
H -0.94724 -2.78795 1.14846
*
```

Molecular formula: C24H29N3O6S
Method: DFT, ωB97M-V/def2-TZVPD

Summary:
**Energy relative to the best compared isomer or geometry (same formula, charge and spin)**: 10.1 kcal per mole
**LUMO energy**: 0.46 eV
**E**: -52949.9588 eV
**Orbital gap**: 0.3242 hartree
**HOMO**: -8.37 eV

Structure (ORCA input):
```
! RIJCOSX wB97M-V def2-TZVPD def2/J DEFGRID3
* xyz 0 1
C 3.66137 -3.03538 2.30412
O 2.82363 -1.91653 2.14587
C 1.69248 -1.83454 2.91918
C 1.20998 -2.83541 3.74413
C 0.03897 -2.64229 4.46175
C -0.66823 -1.45384 4.37616
C -1.92283 -1.24447 5.16830
C -0.18001 -0.44387 3.55501
C 0.98442 -0.62196 2.82928
N 1.52764 0.35427 1.98410
C 0.92393 1.44371 1.46795
O -0.19814 1.82526 1.72383
C 1.81813 2.16859 0.45071
N 2.21175 1.28471 -0.63196
C 3.42944 0.68652 -0.57043
O 4.19210 0.84841 0.36180
C 3.75092 -0.25767 -1.71520
O 3.13263 0.05444 -2.94258
C 1.82073 0.41168 -2.84692
C 0.99312 0.19798 -3.94042
C -0.34520 0.54427 -3.87074
C -0.83979 1.09775 -2.70777
S -2.59232 1.44332 -2.54764
O -2.77417 2.74467 -1.97865
O -3.20258 1.15420 -3.81673
N -3.02112 0.31464 -1.42228
C -3.73096 0.67305 -0.22087
C -3.02232 0.20753 1.05326
C -2.60970 -1.26495 1.03239
C -1.47292 -1.54034 0.04368
C -1.93547 -1.91286 -1.36827
C -3.10041 -1.04822 -1.87431
C -0.02659 1.34849 -1.61934
C 1.32078 1.01708 -1.68310
H 3.98081 -3.15214 3.34378
H 3.17116 -3.95468 1.96747
H 4.53169 -2.83931 1.67963
H 1.73200 -3.77491 3.83258
H -0.32315 -3.43743 5.09644
H -2.54091 -0.47464 4.71415
H -1.67552 -0.92695 6.18145
H -2.49576 -2.16655 5.23768
H -0.70889 0.49082 3.47384
H 2.48117 0.15330 1.70352
H 1.28391 3.03149 0.04978
H 2.73627 2.49822 0.94658
H 3.46235 -1.27241 -1.39105
H 4.82843 -0.24635 -1.89276
H 1.41889 -0.24037 -4.82835
H -1.01586 0.38610 -4.69922
H -3.81075 1.76076 -0.22278
H -4.74475 0.24874 -0.25884
H -3.70350 0.37977 1.88926
H -2.13500 0.81863 1.21812
H -2.26603 -1.52905 2.03449
H -3.46903 -1.89701 0.80154
H -0.84349 -0.65085 -0.01051
H -0.85105 -2.35541 0.42276
H -1.08474 -1.81503 -2.04655
H -2.25712 -2.95617 -1.38757
H -3.10759 -1.03169 -2.96674
H -4.05231 -1.47529 -1.54024
H -0.46867 1.80587 -0.75012
*
```